# C21H57N9O9

6 unconnected molecules or ions with the total composition C21H57N9O9 at a distorted geometry (ωB97M-V with the def2-TZVPD basis set, the OMol25 dataset).

Last column: Löwdin charge in e.
Positions of all 96 atoms, in Å:
C: -5.65 3.22 -5.17  -0.809
O: -5.72 2.15 -4.59  0.030
N: -4.55 3.89 -5.38  0.156
N: -6.57 3.75 -5.86  0.154
H: -3.62 3.56 -5.19  0.126
H: -4.74 4.75 -5.88  0.099
H: -6.42 4.59 -6.40  0.113
H: -7.45 3.26 -5.98  0.130
C: 5.61 3.19 -3.45  -0.859
O: 5.48 2.30 -2.67  0.048
N: 6.78 3.64 -3.70  0.159
N: 4.60 3.79 -3.99  0.180
H: 6.95 3.92 -4.66  0.109
H: 7.55 3.14 -3.28  0.123
H: 4.91 4.51 -4.61  0.109
H: 3.64 3.59 -3.73  0.130
C: -0.40 0.92 -1.66  -0.820
O: -0.34 1.79 -2.51  0.025
N: -1.50 0.28 -1.42  0.148
N: 0.47 0.42 -0.89  0.169
H: -2.23 0.41 -2.11  0.126
H: -1.56 -0.40 -0.68  0.106
H: 0.21 -0.39 -0.33  0.114
H: 1.43 0.72 -1.00  0.131
C: 0.48 -5.86 0.45  -0.134
O: 0.18 -5.14 1.63  -0.168
C: -1.11 -4.54 1.64  -0.217
C: -1.14 -3.46 2.72  -0.235
N: -2.38 -2.73 2.73  -0.075
C: -2.39 -1.53 3.57  -0.180
C: -3.76 -0.89 3.25  -0.222
O: -4.80 -1.19 4.18  -0.197
C: -6.17 -0.86 3.82  -0.094
H: 0.15 -5.53 -0.53  0.083
H: 0.09 -6.88 0.42  0.078
H: 1.56 -6.02 0.40  0.086
H: -1.89 -5.28 1.78  0.122
H: -1.39 -4.09 0.69  0.114
H: -0.24 -2.84 2.73  0.120
H: -1.00 -3.91 3.70  0.116
H: -3.06 -3.42 3.01  0.121
H: -1.61 -0.79 3.42  0.114
H: -2.27 -1.67 4.65  0.117
H: -4.15 -1.09 2.25  0.113
H: -3.63 0.19 3.34  0.111
H: -6.55 0.01 4.36  0.079
H: -6.93 -1.63 3.90  0.077
H: -6.29 -0.60 2.77  0.075
C: 4.15 -0.32 5.88  -0.072
O: 3.69 0.15 7.18  -0.216
C: 2.39 -0.27 7.48  -0.223
C: 2.15 0.05 9.00  -0.226
N: 0.99 -0.68 9.46  -0.055
C: 0.88 -0.28 10.88  -0.231
C: -0.41 -0.72 11.44  -0.236
O: -0.58 -0.37 12.84  -0.197
C: -1.89 -0.60 13.31  -0.121
H: 3.30 -0.50 5.22  0.077
H: 4.67 -1.26 6.07  0.084
H: 4.78 0.46 5.45  0.085
H: 2.43 -1.36 7.41  0.113
H: 1.65 0.19 6.82  0.123
H: 1.96 1.13 9.08  0.118
H: 3.03 -0.16 9.61  0.120
H: 1.32 -1.63 9.43  0.109
H: 1.07 0.76 11.13  0.133
H: 1.58 -0.89 11.45  0.123
H: -0.67 -1.77 11.30  0.124
H: -1.16 -0.14 10.90  0.120
H: -1.92 -0.60 14.40  0.089
H: -2.32 -1.45 12.78  0.081
H: -2.50 0.24 12.96  0.080
C: 0.02 3.86 -11.25  -0.089
O: 0.29 2.77 -10.34  -0.206
C: 1.21 3.06 -9.26  -0.197
C: 1.19 1.79 -8.37  -0.244
N: 1.79 0.76 -9.12  -0.090
C: 1.45 -0.65 -8.80  -0.151
C: 1.34 -0.94 -7.26  -0.239
O: 1.50 -2.30 -6.92  -0.201
C: 2.87 -2.48 -6.45  -0.086
H: -0.60 3.50 -12.07  0.086
H: 0.97 4.19 -11.66  0.079
H: -0.39 4.76 -10.78  0.080
H: 0.86 3.93 -8.70  0.110
H: 2.22 3.37 -9.48  0.119
H: 0.19 1.44 -8.16  0.117
H: 1.64 1.99 -7.39  0.114
H: 1.55 0.95 -10.08  0.098
H: 2.36 -1.11 -9.19  0.104
H: 0.61 -1.08 -9.34  0.114
H: 0.30 -0.80 -6.96  0.116
H: 1.90 -0.37 -6.53  0.114
H: 3.04 -2.03 -5.47  0.087
H: 3.59 -2.22 -7.22  0.084
H: 2.92 -3.57 -6.39  0.083

SMILES string = COCCNCCOC.COCCNCCOC.COCCNCCOC.NC(N)=O.NC(N)=O.NC(N)=O
Energy relative to the best compared isomer or geometry (same formula, charge and spin) = 5.9199 eV
Net charge = 0

# C21H58AsF6O8

A molecular structure, C21H58AsF6O8 at a distorted geometry (ωB97M-V with the def2-TZVPD basis set, the OMol25 dataset).

Last column: Löwdin charge in e.
Positions of all 94 atoms, in Å:
As: -0.44 -0.43 -0.05  0.809
F: -0.37 -2.12 0.39  -0.232
F: -1.65 -0.72 -1.25  -0.231
F: -0.40 1.28 -0.43  -0.236
F: 0.78 -0.15 1.18  -0.246
F: 0.80 -0.66 -1.27  -0.236
F: -1.63 -0.12 1.19  -0.232
O: -2.89 0.98 3.45  -0.076
H: -2.12 1.15 4.02  -0.009
H: -2.46 0.58 2.68  -0.016
C: 1.21 -4.27 -1.50  -0.056
C: 1.93 -4.71 -0.23  -0.442
C: 3.21 -3.91 0.01  -0.055
O: 1.05 -4.50 0.88  -0.090
H: 0.17 -4.61 -1.48  0.070
H: 1.67 -4.64 -2.42  0.078
H: 1.21 -3.18 -1.57  0.061
H: 2.14 -5.78 -0.18  0.131
H: 4.00 -4.16 -0.71  0.089
H: 3.68 -4.15 0.97  0.012
H: 2.99 -2.85 0.03  0.091
H: 0.50 -3.72 0.72  0.049
C: -2.74 4.30 1.20  -0.047
C: -1.51 4.09 0.31  -0.482
C: -1.89 3.98 -1.16  -0.054
O: -0.61 5.17 0.50  -0.067
H: -3.58 3.68 0.88  0.080
H: -3.10 5.34 1.16  0.073
H: -2.56 4.02 2.24  0.071
H: -0.98 3.21 0.67  0.092
H: -1.02 3.60 -1.69  0.058
H: -2.12 4.96 -1.57  0.080
H: -2.68 3.24 -1.34  0.078
H: -1.01 6.04 0.42  0.081
C: 4.13 -3.70 2.97  -0.059
C: 2.75 -3.06 3.00  -0.473
C: 2.31 -2.84 4.46  -0.054
O: 2.89 -1.82 2.32  -0.058
H: 4.41 -3.98 1.96  0.033
H: 4.12 -4.57 3.64  0.085
H: 4.90 -3.07 3.42  0.088
H: 1.99 -3.65 2.48  0.113
H: 2.17 -3.82 4.92  0.076
H: 1.39 -2.26 4.48  0.062
H: 3.06 -2.26 5.00  0.076
H: 2.02 -1.40 2.21  0.053
C: 3.57 3.87 1.09  -0.051
C: 2.42 3.46 0.17  -0.498
C: 2.25 4.40 -1.01  -0.056
O: 2.66 2.13 -0.27  -0.053
H: 3.69 3.18 1.92  0.070
H: 3.44 4.87 1.50  0.074
H: 4.49 3.84 0.49  0.077
H: 1.46 3.43 0.70  0.107
H: 1.97 5.38 -0.59  0.072
H: 1.42 4.07 -1.61  0.067
H: 3.17 4.50 -1.59  0.078
H: 1.84 1.63 -0.17  0.034
C: -2.73 -3.66 -2.76  -0.060
C: -3.62 -2.55 -3.32  -0.501
C: -4.90 -3.13 -3.95  -0.057
O: -4.00 -1.69 -2.26  -0.058
H: -2.65 -4.52 -3.43  0.077
H: -3.18 -4.05 -1.85  0.090
H: -1.71 -3.30 -2.62  0.062
H: -3.08 -2.02 -4.11  0.111
H: -4.81 -3.28 -5.02  0.071
H: -5.73 -2.44 -3.79  0.074
H: -5.14 -4.09 -3.50  0.071
H: -3.22 -1.52 -1.71  0.050
C: 0.40 1.99 3.03  -0.053
C: 0.26 0.94 4.13  -0.454
C: 1.58 0.64 4.83  -0.064
O: -0.65 1.47 5.13  -0.072
H: 0.71 2.95 3.45  0.094
H: -0.50 2.10 2.43  0.056
H: 1.12 1.61 2.28  0.064
H: -0.07 -0.02 3.73  0.133
H: 2.39 0.26 4.20  0.077
H: 1.43 -0.13 5.60  0.072
H: 1.93 1.50 5.41  0.080
H: -0.27 2.30 5.43  0.090
C: -3.08 0.92 -5.42  -0.056
C: -1.63 1.37 -5.23  -0.479
C: -1.09 0.89 -3.88  -0.071
O: -0.86 0.83 -6.29  -0.055
H: -3.69 1.24 -4.57  0.080
H: -3.14 -0.17 -5.49  0.064
H: -3.51 1.33 -6.34  0.072
H: -1.56 2.46 -5.20  0.132
H: -0.20 1.45 -3.57  0.082
H: -0.83 -0.17 -3.84  0.078
H: -1.75 1.15 -3.05  0.065
H: -0.31 0.10 -6.00  0.078

Energy relative to the best compared isomer or geometry (same formula, charge and spin) = 0.3052 eV
Net charge = -1

# C21H59N5O6

6 unconnected molecules or ions with the total composition C21H59N5O6 at a distorted geometry (ωB97M-V with the def2-TZVPD basis set, the OMol25 dataset).

Last column: Löwdin charge in e.
Positions of all 91 atoms, in Å:
C: 6.38 -16.08 46.92  -0.050
C: 5.03 -15.46 46.56  -0.483
C: 4.69 -15.93 45.00  -0.209
O: 5.87 -15.60 44.31  -0.214
C: 5.72 -16.13 42.97  -0.089
N: 3.91 -15.78 47.28  0.029
H: 7.23 -15.72 46.32  0.082
H: 6.25 -17.15 47.23  0.085
H: 6.80 -15.78 47.99  0.059
H: 5.11 -14.45 46.47  0.088
H: 3.72 -15.26 44.69  0.151
H: 4.31 -17.05 45.00  0.143
H: 4.96 -15.57 42.37  0.106
H: 5.56 -17.21 43.02  0.092
H: 6.66 -15.96 42.67  0.039
H: 3.09 -15.22 47.08  0.085
H: 4.08 -15.26 48.15  0.054
C: 2.07 -7.84 53.48  -0.008
C: 3.55 -8.42 53.19  -0.394
C: 3.68 -9.59 52.37  -0.205
O: 2.85 -10.62 52.86  -0.202
C: 2.95 -11.85 52.28  -0.117
N: 4.41 -7.30 52.83  0.058
H: 1.40 -8.77 53.60  0.101
H: 1.81 -7.51 52.66  -0.037
H: 2.06 -7.31 54.48  0.103
H: 3.83 -8.49 54.27  0.143
H: 4.65 -9.95 52.41  0.086
H: 3.44 -9.48 51.27  0.158
H: 3.96 -12.17 52.45  0.065
H: 2.66 -11.75 51.28  0.074
H: 2.29 -12.60 52.96  0.125
H: 4.35 -6.45 53.35  0.080
H: 5.24 -7.53 53.08  -0.019
C: 2.58 -15.42 52.91  -0.053
C: 3.74 -16.51 52.83  -0.402
C: 3.66 -17.47 51.65  -0.286
O: 2.69 -18.33 52.04  -0.195
C: 2.39 -19.26 50.95  -0.104
N: 5.05 -15.71 52.65  0.020
H: 2.70 -14.61 53.66  0.060
H: 1.66 -16.07 53.16  0.099
H: 2.58 -15.19 51.73  0.117
H: 3.72 -16.96 53.80  0.108
H: 4.85 -17.97 51.56  0.176
H: 3.34 -16.85 50.83  0.106
H: 3.30 -19.64 50.32  0.103
H: 1.63 -18.87 50.13  0.105
H: 1.76 -20.19 51.40  0.116
H: 5.13 -15.14 53.59  0.133
H: 5.85 -16.32 52.64  0.022
C: 5.69 -9.26 49.03  -0.032
C: 6.74 -8.71 50.08  -0.417
C: 7.61 -9.72 50.76  -0.304
O: 6.91 -10.59 51.50  -0.177
C: 7.82 -11.57 52.07  -0.053
N: 7.50 -7.49 49.59  0.000
H: 5.13 -8.41 48.81  0.042
H: 5.11 -10.01 49.40  0.004
H: 6.27 -9.54 47.98  0.135
H: 6.15 -8.08 50.86  0.134
H: 8.20 -9.02 51.49  0.157
H: 8.08 -10.28 49.94  0.137
H: 8.17 -12.19 51.34  0.056
H: 7.17 -12.24 52.45  0.047
H: 8.65 -11.29 52.63  0.081
H: 8.13 -7.77 48.75  0.095
H: 8.06 -7.04 50.31  0.053
C: 7.91 -17.42 50.20  -0.069
C: 8.52 -17.44 51.63  -0.393
C: 8.01 -18.46 52.56  -0.231
O: 6.70 -18.09 53.07  -0.234
C: 6.33 -19.20 54.03  -0.035
N: 9.96 -17.54 51.35  0.063
H: 8.38 -18.12 49.49  0.071
H: 7.96 -16.40 49.59  0.087
H: 6.68 -17.49 50.32  0.119
H: 8.58 -16.28 52.08  0.200
H: 8.74 -18.83 53.40  0.161
H: 8.08 -19.34 52.23  0.037
H: 7.25 -19.34 54.71  0.093
H: 6.39 -20.38 53.59  0.152
H: 5.41 -18.84 54.28  0.033
H: 9.97 -16.93 50.74  -0.056
H: 10.25 -18.28 50.85  0.036
C: 5.55 -13.52 49.75  -0.170
O: 4.74 -14.63 50.04  -0.195
H: 6.63 -13.83 49.71  0.074
H: 5.54 -12.76 50.73  0.101
H: 5.16 -12.86 48.93  0.085
H: 4.86 -14.99 50.95  0.012

SMILES string = COC[C@H](C)N.COC[C@H](C)N.COC[C@H](C)N.COC[C@H](C)N.COC[C@H](C)N.CO
Energy relative to the best compared isomer or geometry (same formula, charge and spin) = 13.2272 eV
Net charge = 0

# C21H60BF7N5O8S

7 unconnected molecules or ions with the total composition C21H60BF7N5O8S at a distorted geometry (ωB97M-V with the def2-TZVPD basis set, the OMol25 dataset).

Last column: Löwdin charge in e.
Positions of all 103 atoms, in Å:
B: -7.99 -0.85 -6.56  -1.312
F: -6.94 -1.61 -7.01  0.161
F: -8.99 -1.65 -5.93  0.066
F: -7.51 0.12 -5.66  0.111
F: -8.59 -0.18 -7.62  0.120
C: -10.89 -5.43 -7.08  -0.004
C: -9.35 -5.30 -7.12  -0.269
C: -8.74 -4.58 -8.28  -0.175
O: -7.33 -4.87 -8.22  -0.216
C: -6.84 -5.90 -9.08  -0.048
N: -8.94 -4.62 -5.79  0.234
H: -9.54 -4.80 -5.00  0.170
H: -8.01 -4.99 -5.56  0.176
H: -8.66 -3.63 -5.79  0.126
H: -11.32 -5.81 -8.00  0.106
H: -11.34 -4.46 -6.89  0.058
H: -11.23 -6.02 -6.22  0.099
H: -8.84 -6.25 -6.97  0.156
H: -8.91 -3.50 -8.17  0.118
H: -9.15 -4.69 -9.29  0.147
H: -7.06 -5.64 -10.12  0.090
H: -7.43 -6.79 -8.83  0.096
H: -5.78 -6.02 -8.91  0.105
C: -7.09 -2.25 -12.22  -0.027
C: -6.27 -2.19 -10.94  -0.306
C: -4.78 -1.93 -11.26  -0.176
O: -3.88 -1.82 -10.17  -0.170
C: -3.50 -3.01 -9.52  -0.089
N: -6.75 -1.02 -10.09  0.242
H: -6.47 -0.17 -10.60  0.172
H: -7.76 -0.97 -10.06  0.152
H: -6.29 -0.91 -9.18  0.135
H: -6.87 -3.17 -12.77  0.103
H: -6.85 -1.51 -12.98  0.105
H: -8.14 -2.41 -11.97  0.086
H: -6.30 -3.07 -10.30  0.137
H: -4.74 -1.01 -11.85  0.141
H: -4.56 -2.78 -11.91  0.140
H: -4.15 -3.17 -8.66  0.086
H: -2.44 -3.04 -9.26  0.101
H: -3.63 -3.84 -10.22  0.092
C: -9.34 -0.25 -2.40  -0.041
C: -7.96 -0.45 -1.76  -0.266
C: -8.05 -1.42 -0.54  -0.180
O: -6.76 -1.92 -0.28  -0.162
C: -6.22 -1.31 0.87  -0.094
N: -6.95 -0.99 -2.78  0.239
H: -6.98 -0.50 -3.67  0.131
H: -5.99 -0.87 -2.46  0.175
H: -6.97 -2.00 -2.91  0.170
H: -9.21 0.14 -3.41  0.071
H: -9.93 0.41 -1.77  0.103
H: -10.02 -1.09 -2.56  0.084
H: -7.58 0.54 -1.54  0.159
H: -8.75 -2.19 -0.88  0.128
H: -8.57 -0.92 0.27  0.148
H: -6.35 -0.23 0.93  0.099
H: -5.13 -1.40 0.89  0.100
H: -6.47 -1.74 1.84  0.105
C: -14.05 -1.30 -6.38  -0.021
C: -12.93 -0.60 -7.13  -0.273
C: -12.69 0.86 -6.73  -0.185
O: -12.23 1.03 -5.39  -0.177
C: -11.95 2.40 -5.16  -0.098
N: -11.69 -1.46 -6.92  0.231
H: -10.83 -1.01 -6.62  0.126
H: -11.91 -2.15 -6.19  0.140
H: -11.41 -2.08 -7.67  0.158
H: -13.99 -2.38 -6.56  0.085
H: -15.06 -1.11 -6.73  0.109
H: -13.96 -1.14 -5.30  0.103
H: -13.12 -0.52 -8.20  0.159
H: -13.58 1.48 -6.81  0.151
H: -11.99 1.25 -7.47  0.132
H: -12.84 3.05 -5.20  0.100
H: -11.41 2.89 -5.97  0.094
H: -11.53 2.59 -4.18  0.095
C: -2.37 4.00 -6.13  -0.019
C: -3.62 3.38 -6.79  -0.321
C: -5.00 3.98 -6.51  -0.159
O: -6.03 3.59 -7.42  -0.165
C: -6.49 2.27 -7.10  -0.094
N: -3.36 3.44 -8.29  0.236
H: -3.63 4.39 -8.56  0.169
H: -2.37 3.30 -8.51  0.167
H: -3.88 2.72 -8.78  0.162
H: -2.40 3.91 -5.05  0.102
H: -2.37 5.07 -6.36  0.091
H: -1.40 3.70 -6.51  0.088
H: -3.62 2.30 -6.70  0.071
H: -4.95 5.05 -6.77  0.139
H: -5.30 3.82 -5.47  0.143
H: -5.78 1.55 -6.70  0.046
H: -6.92 1.82 -8.00  0.083
H: -7.31 2.40 -6.39  0.096
C: -4.09 -0.26 -6.21  -0.635
F: -4.40 0.79 -5.41  0.087
F: -4.39 -1.36 -5.55  0.141
F: -4.77 -0.21 -7.36  0.083
S: -2.26 -0.05 -6.71  0.511
O: -1.97 -0.66 -8.02  -0.312
O: -1.98 1.37 -6.75  -0.344
O: -1.53 -0.70 -5.62  -0.304

Energy relative to the best compared isomer or geometry (same formula, charge and spin) = 3.7484 eV
Net charge = +3

# C21H60BN5O8PSSi

4 unconnected molecules or ions with the total composition C21H60BN5O8PSSi at a distorted geometry (ωB97M-V with the def2-TZVPD basis set, the OMol25 dataset).

Last column: Löwdin charge in e.
Positions of all 98 atoms, in Å:
C: -2.49 1.85 0.42  -0.197
Si: -4.16 2.57 -0.22  0.361
C: -4.33 4.49 0.12  -0.220
C: -4.43 2.30 -2.13  -0.203
S: -5.92 1.67 0.74  0.701
B: -6.09 0.00 -0.19  -0.679
N: -5.17 -1.11 0.31  0.088
O: -7.05 -0.13 -1.32  0.010
P: -7.65 2.90 0.43  0.703
N: -9.01 1.92 1.13  -0.204
O: -8.04 3.11 -1.26  -0.343
H: -2.38 1.80 1.58  0.043
H: -1.62 2.57 0.03  0.079
H: -2.26 0.79 -0.02  0.062
H: -4.09 4.69 1.25  0.062
H: -3.49 5.02 -0.51  0.073
H: -5.42 4.81 -0.16  0.039
H: -4.10 1.20 -2.38  0.064
H: -5.60 2.43 -2.30  0.047
H: -3.89 3.13 -2.75  0.071
H: -5.14 -0.97 1.37  0.087
H: -4.20 -0.90 -0.05  0.090
H: -6.45 -0.11 -2.14  0.132
H: -9.86 2.28 0.65  0.053
H: -9.05 2.17 2.15  0.050
H: -7.75 2.33 -1.82  0.053
C: -1.12 0.69 3.67  -0.115
O: -0.42 1.59 2.82  -0.235
C: -0.51 2.95 3.24  -0.212
C: 0.85 3.46 3.74  -0.200
N: 1.20 2.84 5.03  -0.055
C: 2.59 3.08 5.43  -0.190
C: 3.70 2.50 4.54  -0.210
O: 3.75 1.07 4.53  -0.174
C: 2.87 0.45 3.61  -0.087
H: -1.13 -0.29 3.20  0.094
H: -0.62 0.60 4.64  0.083
H: -2.16 1.02 3.82  0.079
H: -1.30 3.11 3.98  0.124
H: -0.78 3.53 2.35  0.104
H: 0.81 4.54 3.86  0.125
H: 1.60 3.22 2.97  0.101
H: 1.06 1.84 4.96  0.067
H: 2.70 2.65 6.43  0.121
H: 2.75 4.16 5.54  0.118
H: 4.66 2.83 4.96  0.123
H: 3.67 2.89 3.51  0.108
H: 2.72 1.05 2.71  0.092
H: 1.92 0.23 4.09  0.072
H: 3.31 -0.51 3.31  0.058
C: -0.45 1.49 -2.50  -0.115
O: -1.41 1.03 -3.44  -0.211
C: -1.75 2.01 -4.43  -0.216
C: -1.21 1.60 -5.81  -0.199
N: 0.25 1.70 -5.86  -0.055
C: 0.84 1.08 -7.06  -0.191
C: 0.67 -0.44 -7.22  -0.211
O: 1.37 -1.22 -6.25  -0.176
C: 0.66 -1.41 -5.03  -0.103
H: -0.38 0.74 -1.70  0.087
H: 0.53 1.59 -2.96  0.084
H: -0.76 2.44 -2.06  0.071
H: -1.41 3.01 -4.15  0.124
H: -2.84 2.04 -4.48  0.094
H: -1.64 2.25 -6.58  0.125
H: -1.54 0.57 -6.00  0.100
H: 0.65 1.24 -5.04  0.066
H: 1.92 1.29 -7.02  0.121
H: 0.45 1.59 -7.95  0.118
H: 1.11 -0.71 -8.19  0.123
H: -0.38 -0.75 -7.29  0.108
H: -0.42 -1.46 -5.18  0.086
H: 0.92 -0.63 -4.32  0.065
H: 0.99 -2.36 -4.60  0.092
C: 4.23 -2.85 3.42  -0.125
O: 3.88 -2.90 2.04  -0.208
C: 5.01 -2.72 1.17  -0.200
C: 5.33 -4.03 0.43  -0.205
N: 5.89 -5.04 1.34  -0.056
C: 5.97 -6.38 0.75  -0.194
C: 4.65 -7.07 0.36  -0.214
O: 3.82 -7.40 1.48  -0.179
C: 2.98 -6.35 1.93  -0.103
H: 3.31 -2.83 4.00  0.092
H: 4.80 -3.74 3.71  0.080
H: 4.81 -1.95 3.65  0.082
H: 5.89 -2.34 1.70  0.124
H: 4.72 -1.97 0.43  0.117
H: 6.05 -3.83 -0.37  0.123
H: 4.40 -4.38 -0.03  0.097
H: 5.30 -5.09 2.17  0.067
H: 6.47 -7.01 1.49  0.119
H: 6.63 -6.34 -0.13  0.117
H: 4.91 -8.02 -0.11  0.120
H: 4.08 -6.50 -0.39  0.107
H: 2.66 -5.69 1.12  0.086
H: 3.48 -5.78 2.71  0.067
H: 2.09 -6.80 2.38  0.089

Net charge = +1

The following HOMO energy values (in eV) correspond, in order, to the records above: -8.3; -7.3; -8.9; -14.2; -9.9.
The following frontier orbital gap values (in eV) correspond, in order, to the records above: 8.729; 9.876; 9.469; 6.495; 5.948.